[1]
Below is C43H40MnN8OP as an isolated structure, with properties calculated with wB97M-V/def2-TZVPD.

Results
Net charge: +3
⟨S²⟩: 1.088
Molecular weight (g mol⁻¹): 770.76
Orbital gap (alpha / beta) (eV): 5.58 / 5.44
2S+1: 2

Last column: Mulliken spin population.
Positions of all 94 atoms, in Å:
Mn  0.020  0.452  -0.042  1.720
P  -0.084  -2.319  0.038  -0.058
O  0.004  2.449  0.551  -0.187
N  0.021  0.299  -2.015  -0.060
N  0.011  0.267  1.910  -0.014
N  -2.361  0.540  2.306  0.000
N  2.375  0.544  2.341  0.001
N  2.401  0.248  -2.404  0.000
N  1.967  0.378  -0.028  -0.058
N  -2.335  0.551  -2.453  -0.003
N  -1.917  0.542  -0.072  -0.056
C  1.453  -3.129  0.682  -0.023
C  0.664  0.667  6.467  0.003
C  2.759  0.487  1.082  -0.014
C  6.533  0.484  -0.713  0.001
C  2.771  0.333  -1.139  0.022
C  6.526  0.589  0.670  0.006
C  0.679  3.271  -1.666  -0.061
C  -1.443  0.553  5.256  0.002
C  1.133  0.246  -2.796  0.010
C  5.340  0.390  -1.444  0.001
C  -2.818  -2.607  0.750  -0.008
C  -1.077  0.413  -2.820  0.003
C  -0.525  -3.365  -1.452  -0.032
C  -5.259  0.900  -1.507  -0.002
C  1.849  -2.771  2.111  0.001
C  -0.721  0.642  6.458  0.000
C  0.295  2.339  -0.593  -0.197
C  -4.109  0.780  0.622  0.003
C  -0.615  0.357  -6.587  0.002
C  1.107  0.426  2.710  0.009
C  -0.110  -4.839  -1.334  -0.008
C  -6.452  1.044  -0.782  0.004
C  1.479  0.190  -5.361  0.005
C  0.742  0.263  -4.204  -0.002
C  -2.709  0.615  -1.179  0.019
C  -0.707  0.473  4.099  -0.001
C  0.689  0.498  4.108  -0.001
C  -1.289  -4.199  1.853  -0.005
C  4.168  0.409  -0.723  -0.003
C  -1.102  0.406  2.695  0.004
C  -5.272  0.917  1.342  -0.003
C  1.406  0.604  5.274  0.000
C  2.643  -3.033  -0.272  -0.005
C  4.161  0.514  0.671  0.006
C  -1.359  0.433  -5.397  0.002
C  -0.045  -2.825  -2.799  -0.008
C  0.765  0.237  -6.570  -0.001
C  -2.722  0.617  1.042  0.007
C  -6.459  1.052  0.605  0.004
C  -0.650  0.382  -4.222  0.003
C  -4.102  0.773  -0.775  0.002
C  5.325  0.605  1.397  -0.005
C  -1.393  -2.775  1.284  -0.009
H  -1.604  -4.937  1.117  0.000
H  0.964  -4.968  -1.464  0.000
H  -5.253  0.891  -2.589  0.000
H  -1.131  0.393  -7.537  0.000
H  -3.525  -2.736  1.571  0.000
H  0.573  4.297  -1.316  -0.008
H  2.557  0.098  -5.346  0.000
H  5.319  0.687  2.475  0.000
H  -1.223  -2.072  2.106  -0.003
H  1.140  -4.175  0.691  -0.005
H  3.434  -3.699  0.075  0.000
H  -2.436  0.528  -5.410  0.000
H  1.718  3.069  -1.938  0.002
H  7.466  0.659  1.200  0.000
H  2.487  0.638  5.279  0.000
H  7.479  0.474  -1.237  0.000
H  5.342  0.304  -2.523  0.000
H  -3.053  -3.378  0.017  0.000
H  -5.275  0.923  2.424  0.000
H  -0.406  -5.315  -0.403  0.000
H  1.022  -2.589  -2.799  0.001
H  1.033  -2.886  2.823  0.000
H  -3.014  -1.646  0.286  0.002
H  0.063  3.091  -2.548  0.003
H  -1.978  -4.281  2.695  -0.001
H  -7.387  1.151  -1.315  0.000
H  -7.398  1.165  1.129  0.000
H  2.395  -3.327  -1.291  0.001
H  -0.302  -4.471  2.217  0.001
H  -0.597  -5.385  -2.144  -0.001
H  2.241  -1.763  2.191  -0.001
H  1.186  0.743  7.412  0.000
H  2.651  -3.440  2.429  -0.001
H  -1.258  0.699  7.396  0.000
H  -1.616  -3.329  -1.457  -0.003
H  1.303  0.180  -7.507  0.000
H  -2.525  0.549  5.246  0.000
H  3.064  -2.030  -0.300  0.001
H  -0.205  -3.584  -3.565  0.000
H  -0.606  -1.949  -3.108  0.001

***

[2]
Below is C41H37F5NiP2S as an isolated structure in a non-equilibrium geometry, with properties calculated with wB97M-V/def2-TZVPD.

Results
Net charge: 0
⟨S²⟩: 2.012
Molecular weight (g mol⁻¹): 777.44
Orbital gap (alpha / beta) (eV): 7.40 / 6.95
2S+1: 3

Last column: Mulliken spin population.
Positions of all 87 atoms, in Å:
Ni  -0.034  0.093  -1.337  1.045
S  -1.167  4.110  3.212  0.092
P  -0.500  -1.981  -3.280  -0.009
P  2.170  -1.930  -2.382  0.009
F  1.255  5.806  2.938  0.000
F  0.024  9.085  6.148  0.000
F  -2.967  5.537  5.111  -0.002
F  1.832  8.101  4.334  0.000
F  -2.367  7.809  6.545  0.000
C  5.275  -4.704  -3.011  0.000
C  -4.756  -1.081  -1.775  0.000
C  -2.309  -3.335  -5.225  0.001
C  -1.485  7.317  5.657  -0.002
C  1.463  -0.769  -0.052  -0.036
C  -0.257  -4.640  -6.597  0.000
C  0.135  1.823  3.379  0.443
C  0.658  7.462  4.534  0.002
C  -2.894  2.241  3.907  -0.018
C  0.034  -3.763  -5.537  0.001
C  -0.297  2.035  -0.565  -0.005
C  -0.949  2.768  5.596  0.023
C  -0.461  0.500  3.579  0.077
C  -0.982  -3.088  -4.833  -0.005
C  3.717  -2.826  -2.938  0.001
C  4.043  -0.609  1.095  -0.003
C  -2.621  -4.211  -6.280  0.000
C  1.227  -3.372  -1.799  0.002
C  6.072  -4.032  -3.944  0.000
C  -1.747  0.328  2.654  0.084
C  -2.202  -1.743  -2.673  0.003
C  -1.759  6.149  4.956  -0.023
C  -0.832  5.609  4.065  0.024
C  4.505  -2.176  -3.910  0.000
C  -1.593  -4.864  -6.966  0.000
C  3.867  -1.288  -0.141  0.009
C  5.678  -2.761  -4.399  0.001
C  -2.796  -2.501  -1.650  -0.001
C  4.099  -4.113  -2.529  0.000
C  0.372  6.295  3.847  0.003
C  -4.123  -0.267  -2.744  -0.001
C  1.691  -0.003  1.109  -0.067
C  -0.266  7.974  5.443  0.004
C  -2.845  -0.602  -3.182  -0.005
C  -0.032  -3.433  -2.312  -0.003
C  -4.085  -2.175  -1.233  0.000
C  2.608  -1.262  -0.753  -0.004
C  -0.157  2.965  4.275  0.105
C  2.957  0.070  1.685  0.005
C  -2.343  2.168  5.302  0.000
C  -2.714  1.420  2.825  0.020
H  -2.242  -0.647  2.864  -0.008
H  3.475  -4.677  -1.832  0.000
H  0.278  -0.242  3.318  0.020
H  4.185  -1.198  -4.281  -0.001
H  -0.815  0.292  4.554  -0.001
H  -0.364  2.166  6.296  -0.005
H  5.010  -0.559  1.559  0.000
H  6.290  -2.230  -5.135  0.000
H  0.866  0.607  1.498  0.095
H  -3.461  1.513  2.023  0.001
H  6.983  -4.484  -4.322  0.000
H  0.425  -1.213  -0.259  0.026
H  1.059  1.900  2.826  0.073
H  -4.575  -2.805  -0.485  0.000
H  -2.266  -3.328  -1.188  0.001
H  0.789  3.542  4.465  0.043
H  -5.762  -0.839  -1.464  0.000
H  1.078  -3.619  -5.243  0.000
H  -3.666  -4.384  -6.558  0.000
H  -3.132  -2.856  -4.693  0.000
H  -1.824  -5.543  -7.783  0.000
H  -1.067  3.758  6.073  0.000
H  -2.321  1.148  5.640  0.001
H  5.575  -5.699  -2.657  0.000
H  -3.064  2.728  5.916  0.000
H  -1.115  2.055  0.167  0.002
H  -0.531  2.811  -1.331  0.002
H  -3.591  3.087  3.779  0.003
H  -4.631  0.601  -3.155  0.000
H  1.646  -4.093  -1.090  0.000
H  0.550  -5.150  -7.132  0.000
H  3.111  0.697  2.597  -0.007
H  4.707  -1.813  -0.580  0.000
H  0.615  2.341  -0.033  0.000
H  -2.315  0.044  -3.895  -0.002
H  -1.342  0.254  1.639  -0.016
H  -0.699  -4.298  -2.242  0.000

***

[3]
Below is C4H13N2OS as an isolated structure in a non-equilibrium geometry, with properties calculated with wB97M-V/def2-TZVPD.

Results
Net charge: -1
Molecular weight (g mol⁻¹): 137.23
Orbital gap (eV): 6.27

Last column: natural (NBO) charge in e.
Positions of all 21 atoms, in Å:
S  -3.139  1.195  -0.703  -0.673
O  -3.347  -1.606  0.553  -1.030
N  2.146  -0.083  -0.659  -0.581
N  -0.598  -0.783  -0.924  -0.875
C  -1.608  1.163  0.303  -0.533
C  3.110  -0.640  0.292  -0.451
C  -0.421  0.606  -0.502  -0.077
C  0.838  0.659  0.389  -0.402
H  -1.494  2.232  0.524  0.191
H  0.745  -0.144  1.119  0.229
H  -2.534  -1.916  0.138  0.464
H  3.474  -0.012  1.104  0.175
H  1.817  0.963  -0.268  0.353
H  2.677  -1.543  0.751  0.161
H  -1.167  -0.851  -1.756  0.379
H  -3.393  -0.667  0.182  0.483
H  -0.383  1.332  -1.318  0.182
H  -1.783  0.641  1.250  0.194
H  0.782  1.618  0.919  0.237
H  3.952  -1.005  -0.307  0.198
H  0.326  -1.160  -1.086  0.376

***

[4]
Below is one molecule with the formula C20H17BrN4O4S in a non-equilibrium geometry, with properties calculated with wB97M-V/def2-TZVPD.

Results
Net charge: 0
Structure (SMILES): Cn1cc(-c2cc(NS(C)(=O)=O)ccc2Oc2ccc(Br)cc2)n2cncc2c1=O
Molecular weight (g mol⁻¹): 489.35
Orbital gap (eV): 8.46

Last column: natural (NBO) charge in e.
Positions of all 47 atoms, in Å:
Br  -1.636  -2.664  5.796  0.116
S  3.861  1.842  -3.350  2.197
O  3.563  3.263  -2.966  -0.907
O  -4.129  -0.034  0.250  -0.599
O  1.469  1.584  2.868  -0.508
O  5.093  1.568  -4.147  -0.936
N  -0.683  -0.460  0.411  -0.350
N  -2.522  1.564  0.281  -0.415
N  4.082  0.876  -1.982  -0.859
N  -0.701  -2.698  0.080  -0.418
C  3.334  1.146  -0.828  0.116
C  0.803  0.535  3.455  0.293
C  -0.289  0.942  4.275  -0.251
C  0.526  -1.827  4.119  -0.196
C  -0.259  0.765  0.427  0.153
C  -3.452  2.589  -0.093  -0.402
C  1.941  1.440  1.614  0.379
C  2.441  1.131  -4.233  -0.860
C  -1.139  1.816  0.476  -0.029
C  1.191  1.074  0.420  -0.124
C  -2.933  0.239  0.257  0.625
C  -2.024  -2.232  0.275  -0.035
C  0.028  -1.592  0.068  0.155
C  -0.601  -1.456  4.877  -0.159
C  3.347  1.605  1.544  -0.258
C  -1.989  -0.831  0.352  -0.015
C  -0.881  -0.045  4.967  -0.184
C  4.018  1.475  0.327  -0.203
C  1.340  -0.783  3.508  -0.277
C  1.919  0.866  -0.755  -0.200
H  -1.825  0.210  5.467  0.220
H  2.273  -1.085  2.982  0.235
H  -4.262  2.697  0.648  0.222
H  1.346  0.529  -1.596  0.215
H  2.163  1.804  -5.120  0.271
H  -0.670  1.892  4.198  0.229
H  1.619  1.256  -3.495  0.243
H  2.764  0.127  -4.613  0.267
H  4.019  1.841  2.421  0.241
H  0.971  -2.761  3.943  0.229
H  -3.887  2.353  -1.161  0.218
H  -0.653  2.781  0.646  0.238
H  -3.000  3.541  -0.125  0.209
H  5.073  1.775  0.139  0.225
H  5.086  0.638  -1.892  0.438
H  1.083  -1.694  -0.246  0.222
H  -2.951  -2.729  0.383  0.230

***

[5]
Below is a 2-piece molecular cluster, C6H15NO overall in a non-equilibrium geometry, with properties calculated with wB97M-V/def2-TZVPD.

Results
Net charge: 0
Structure (SMILES): C=CCCCNC.O
Molecular weight (g mol⁻¹): 117.19
Orbital gap (eV): 9.50

Last column: natural (NBO) charge in e.
Positions of all 23 atoms, in Å:
O  -1.626  -0.813  -2.821  -0.921
N  1.703  -1.401  0.125  -0.632
C  -0.076  1.756  0.239  -0.443
C  -1.542  1.425  0.132  -0.185
C  0.893  0.878  -0.639  -0.411
C  1.891  0.044  0.202  -0.215
C  0.895  -1.977  1.189  -0.409
C  -2.281  0.656  0.918  -0.398
H  1.422  -1.747  -0.778  0.352
H  1.798  0.313  1.242  0.189
H  -1.681  -0.215  -2.056  0.467
H  1.437  1.592  -1.257  0.210
H  0.279  0.267  -1.296  0.193
H  -0.115  -1.548  1.249  0.156
H  1.382  -1.870  2.158  0.192
H  -1.003  -1.434  -2.410  0.458
H  -3.362  0.621  0.852  0.201
H  0.061  2.801  -0.031  0.217
H  0.789  -3.041  0.979  0.201
H  2.891  0.266  -0.173  0.194
H  -2.075  1.939  -0.668  0.193
H  -1.896  -0.128  1.563  0.188
H  0.216  1.616  1.279  0.205

***

[6]
Below is C10H22FGeN4Ni as an isolated structure in a non-equilibrium geometry, with properties calculated with wB97M-V/def2-TZVPD.

Results
Net charge: +1
⟨S²⟩: 2.011
Molecular weight (g mol⁻¹): 348.61
Orbital gap (alpha / beta) (eV): 8.78 / 6.74
2S+1: 3

Last column: Mulliken spin population.
Positions of all 39 atoms, in Å:
Ge  -0.925  2.633  -1.001  0.005
Ni  -1.222  -0.295  0.299  1.714
F  0.061  1.008  -0.442  0.027
N  -0.035  -0.568  2.045  0.057
N  -3.200  -5.503  -2.801  0.053
N  -2.073  -4.056  -1.201  0.085
N  -1.992  -1.834  -0.273  0.077
C  1.357  4.053  0.321  0.000
C  -0.164  3.918  0.348  0.000
C  -4.076  4.176  0.469  0.000
C  -3.909  2.282  -1.221  0.002
C  -3.948  3.792  -0.998  0.002
C  -2.044  -2.912  -0.759  -0.004
C  1.260  5.442  -1.823  0.000
C  -2.684  -4.799  -2.047  -0.023
C  -2.664  1.649  -0.611  0.018
C  1.920  4.289  -1.080  0.000
H  -4.975  3.737  0.896  0.000
H  -4.142  5.256  0.568  0.000
H  -0.470  -0.342  2.940  0.000
H  1.799  3.370  -1.667  0.000
H  1.637  4.889  0.968  0.000
H  0.198  5.252  -1.991  0.000
H  1.821  3.148  0.721  0.000
H  -2.775  1.602  0.487  -0.002
H  0.770  0.049  1.915  -0.004
H  -3.933  2.084  -2.294  0.000
H  2.989  4.481  -0.992  0.000
H  0.321  -1.523  2.104  -0.001
H  -4.796  1.822  -0.781  0.000
H  1.728  5.578  -2.794  0.000
H  -0.513  2.586  -2.468  0.000
H  -2.554  0.616  -1.030  -0.004
H  -3.028  4.228  -1.421  0.000
H  -4.788  4.202  -1.560  0.000
H  1.355  6.372  -1.270  0.000
H  -0.636  4.882  0.160  0.000
H  -0.494  3.575  1.333  -0.001
H  -3.213  3.837  1.043  0.000